[1]
Computed, not measured: an isolated ion of composition C9H19N3O and charge +2, with wB97M-V/def2-TZVPD.

Last column: Mulliken charge in e.
CARTESIAN COORDINATES (ANGSTROEM)
C1 -1.787 -2.646 -0.945  0.510
C2 1.108 1.606 -0.196  -0.912
C3 -0.421 0.051 0.682  -0.166
C4 -0.192 -2.269 -2.813  -0.820
C5 0.828 -1.485 -1.996  -0.430
C6 1.486 2.031 1.246  -0.750
C7 -0.204 0.488 2.138  -0.890
C8 0.843 0.037 -0.186  0.174
C9 -0.741 2.996 1.681  -0.844
N1 -1.036 -3.086 -1.959  -0.131
N2 0.326 -0.356 -1.390  -0.230
N3 0.298 1.932 2.112  -0.089
O1 -2.596 -3.321 -0.179  -0.323
H1 0.192 1.998 -0.719  0.309
H2 1.894 1.667 -0.857  0.421
H3 -0.873 -0.876 0.614  -0.040
H4 -1.158 0.856 0.247  0.276
H5 -0.572 -1.481 -3.381  0.303
H6 0.151 -3.011 -3.497  0.460
H7 1.485 -2.003 -1.302  0.414
H8 1.751 -1.343 -2.708  0.400
H9 2.232 1.586 1.764  0.599
H10 1.841 3.195 1.091  0.352
H11 -1.114 0.434 2.807  0.354
H12 0.603 0.031 2.635  0.405
H13 1.528 -0.679 0.159  0.568
H14 -1.007 3.045 0.554  0.304
H15 -1.686 2.636 2.127  0.351
H16 -0.238 3.856 1.944  0.447
H17 -0.868 -4.062 -2.311  0.320
H18 0.550 2.387 2.968  0.308
H19 -2.623 -4.219 -0.330  0.353

Cartesian forces (eV/Å) of the 6 atoms listed first:
0.7 -2.7 -1.7
-0.3 -2.8 0.9
-1.2 3.1 1.1
1.6 0.3 1.2
3.5 -1.1 -1.1
-1.6 5.0 -3.5

max |F|: 6.4 eV Å⁻¹
HOMO-LUMO gap (spin up / spin down): 5.8076 / 9.2403 eV
charge: +2
LUMO (spin up / spin down): -9.9 / -7.7 eV
energy above the lowest of the compared OMol25 structures with the same formula, charge and spin: 423.8 kJ/mol

[2]
Computed, not measured: one molecule with the formula C17H30FN3O6S, with wB97M-V/def2-TZVPD.

Last column: Mulliken charge in e.
CARTESIAN COORDINATES (ANGSTROEM)
C1 -1.917 -3.354 3.226  -1.854
C2 -1.636 -2.636 1.909  0.858
C3 -2.830 -1.749 1.530  -1.178
C4 -2.710 -1.295 0.092  0.565
O1 -2.591 -2.089 -0.825  -0.662
N1 -2.743 0.041 -0.163  0.107
C5 -2.430 1.204 0.674  -1.019
C6 -1.760 1.857 -0.554  1.578
F1 -2.371 3.042 -0.938  -0.504
C7 -0.253 1.990 -0.408  -0.338
O2 0.310 1.115 0.234  -0.590
N2 0.443 3.034 -0.938  0.181
C8 1.894 2.927 -0.777  -1.210
C9 2.481 1.846 -1.683  -0.052
S1 4.157 1.481 -1.249  1.313
O3 4.601 0.366 -2.023  -0.631
O4 4.891 2.703 -1.205  -0.648
O5 4.018 1.022 0.268  -0.451
C10 -0.049 3.896 -1.994  -1.148
C11 -0.594 3.116 -3.188  0.693
N3 -1.241 3.868 -4.107  -0.410
O6 -0.419 1.921 -3.305  -0.554
C12 -2.198 0.631 -1.384  -0.778
C13 -0.334 -1.814 1.971  -0.091
C14 0.908 -2.432 1.302  2.510
C15 1.189 -3.840 1.827  -2.163
C16 2.104 -1.530 1.623  -1.727
C17 0.722 -2.469 -0.216  -1.450
H1 -2.081 -2.631 4.030  0.379
H2 -2.805 -3.984 3.153  0.466
H3 -1.077 -3.985 3.517  0.340
H4 -1.553 -3.384 1.117  0.328
H5 -3.756 -2.325 1.601  0.511
H6 -2.913 -0.905 2.219  0.330
H7 -3.312 1.757 1.000  0.327
H8 -1.754 1.011 1.505  0.276
H9 2.339 3.896 -0.994  0.397
H10 2.102 2.684 0.262  0.481
H11 1.921 0.916 -1.598  0.025
H12 2.507 2.140 -2.733  0.394
H13 3.741 0.092 0.314  0.332
H14 -0.808 4.586 -1.627  0.485
H15 0.790 4.496 -2.347  0.535
H16 -1.478 4.828 -3.933  0.189
H17 -1.640 3.406 -4.907  0.261
H18 -1.394 0.049 -1.830  0.314
H19 -2.942 0.883 -2.140  0.378
H20 -0.479 -0.838 1.499  -0.906
H21 -0.100 -1.609 3.023  0.812
H22 0.374 -4.527 1.592  0.378
H23 2.098 -4.240 1.371  0.491
H24 1.332 -3.835 2.910  0.365
H25 1.895 -0.506 1.305  0.055
H26 2.315 -1.515 2.695  0.328
H27 3.002 -1.900 1.114  0.572
H28 0.577 -1.456 -0.604  -0.050
H29 1.604 -2.897 -0.699  0.528
H30 -0.146 -3.059 -0.512  0.334

Cartesian forces (eV/Å) of the 6 atoms listed first:
0.0 0.0 0.0
0.0 0.0 0.0
0.0 0.0 0.0
0.0 0.0 0.0
0.0 0.0 0.0
0.0 0.0 0.0

max |F|: 0.2 eV Å⁻¹
HOMO-LUMO gap: 9.7837 eV
charge: 0
LUMO: 0.3 eV
energy above the lowest of the compared OMol25 structures with the same formula, charge and spin: 0.0 kJ/mol

[3]
Computed, not measured: an isolated ion of composition C6H14NSi and charge +1, with wB97M-V/def2-TZVPD.

Last column: Mulliken charge in e.
CARTESIAN COORDINATES (ANGSTROEM)
C1 0.605 -0.935 -3.061  0.228
C2 1.043 -0.599 -2.029  -0.968
C3 -1.257 -2.018 0.138  -0.967
C4 -1.276 1.031 -0.451  -1.296
C5 0.083 -0.237 2.308  -1.158
C6 1.194 -0.195 -0.596  0.010
N1 1.678 1.227 -0.650  -0.393
Si1 -0.425 -0.350 0.445  0.213
H1 0.209 -1.137 -4.067  0.402
H2 -1.424 -2.212 -0.860  0.412
H3 -0.561 -2.748 0.509  0.341
H4 -2.229 -1.937 0.764  0.276
H5 -2.282 1.096 -0.296  0.438
H6 -0.828 2.000 -0.278  0.322
H7 -1.166 0.832 -1.459  0.463
H8 -0.770 -0.332 2.928  0.371
H9 0.708 -1.062 2.579  0.370
H10 0.601 0.617 2.689  0.400
H11 1.903 -0.988 -0.318  0.380
H12 1.801 1.688 0.314  0.364
H13 2.662 1.456 -1.025  0.401
H14 0.993 1.844 -1.172  0.390

Cartesian forces (eV/Å) of the 6 atoms listed first:
-1.5 -0.9 -4.5
-0.1 1.4 4.0
-0.4 2.0 3.0
1.8 0.3 1.7
0.0 0.1 -1.6
0.7 -1.7 -2.2

max |F|: 4.8 eV Å⁻¹
HOMO-LUMO gap: 10.3177 eV
charge: +1
LUMO: -3.7 eV
energy above the lowest of the compared OMol25 structures with the same formula, charge and spin: 209.5 kJ/mol

[4]
Computed, not measured: C39H50As7F42N7O as an isolated structure, with wB97M-V/def2-TZVPD.

Last column: Mulliken charge in e.
CARTESIAN COORDINATES (ANGSTROEM)
C1 -1.120 -0.425 -1.531  -0.966
C2 -0.500 0.337 -2.748  0.581
O1 -1.158 0.738 -3.758  -0.438
N1 1.019 0.501 -2.644  -0.206
H1 1.200 0.671 -1.665  0.394
H2 1.575 -0.295 -2.923  0.363
C3 1.525 1.847 -3.328  -0.800
H3 -1.622 0.351 -0.953  0.320
H4 -0.387 -1.010 -0.976  0.364
H5 -1.951 -1.054 -1.851  0.327
H6 0.994 2.702 -2.909  0.330
H7 1.259 1.910 -4.383  0.365
H8 2.608 1.932 -3.237  0.368
C4 8.029 -3.063 10.633  -0.874
N2 6.861 -3.967 10.330  0.020
C5 5.608 -3.393 10.424  -0.151
C6 4.422 -4.068 10.012  -0.700
C7 4.605 -5.407 9.533  0.629
C8 5.884 -6.004 9.544  -0.692
C9 7.016 -5.229 9.907  -0.229
C10 3.488 -6.133 8.844  0.857
C11 2.758 -5.487 7.868  -0.712
C12 1.713 -6.082 7.145  -0.257
N3 1.297 -7.338 7.528  0.049
C13 1.994 -8.015 8.548  -0.301
C14 3.128 -7.465 9.172  -0.576
C15 0.146 -7.994 6.897  -0.839
H9 7.714 -2.103 10.224  0.379
H10 8.906 -3.484 10.142  0.333
H11 8.161 -3.048 11.715  0.328
H12 5.494 -2.395 10.823  0.444
H13 3.470 -3.560 10.064  0.521
H14 6.044 -6.970 9.089  0.464
H15 8.053 -5.529 9.859  0.419
H16 3.005 -4.455 7.669  0.533
H17 1.081 -5.577 6.429  0.419
H18 1.592 -8.960 8.882  0.452
H19 3.677 -8.097 9.854  0.457
H20 -0.579 -8.309 7.648  0.370
H21 0.546 -8.890 6.422  0.365
H22 -0.391 -7.285 6.267  0.292
C16 5.221 10.470 6.160  -0.907
N4 4.277 10.034 5.073  0.035
C17 4.820 9.332 4.026  -0.142
C18 4.031 8.936 2.909  -0.715
C19 2.681 9.238 2.942  0.703
C20 2.150 9.778 4.112  -0.663
C21 2.949 10.199 5.196  -0.255
C22 1.748 9.054 1.734  0.820
C23 0.528 8.450 1.937  -0.653
C24 -0.331 8.148 0.855  -0.271
N5 -0.043 8.499 -0.393  0.054
C25 1.115 9.222 -0.586  -0.323
C26 1.994 9.514 0.493  -0.578
C27 -0.965 8.112 -1.445  -0.875
H23 4.735 10.744 7.097  0.349
H24 5.817 11.315 5.816  0.360
H25 5.916 9.642 6.297  0.346
H26 5.877 9.134 4.121  0.441
H27 4.532 8.385 2.127  0.524
H28 1.159 10.204 4.159  0.420
H29 2.588 10.862 5.968  0.401
H30 0.327 8.142 2.952  0.493
H31 -1.269 7.674 1.104  0.388
H32 1.377 9.449 -1.608  0.491
H33 2.868 10.119 0.300  0.493
H34 -1.143 8.884 -2.193  0.374
H35 -1.958 7.944 -1.029  0.325
H36 -0.488 7.234 -1.881  0.366
C28 -7.712 -0.354 -8.481  -0.890
N6 -7.349 -1.674 -7.881  0.017
C29 -8.162 -2.114 -6.902  -0.139
C30 -7.992 -3.430 -6.452  -0.799
C31 -6.924 -4.219 -6.877  0.944
C32 -6.016 -3.598 -7.763  -0.636
C33 -6.205 -2.322 -8.219  -0.290
C34 -6.601 -5.561 -6.295  0.861
C35 -6.162 -6.551 -7.160  -0.753
C36 -5.859 -7.806 -6.528  -0.007
N7 -6.083 -8.092 -5.292  0.014
C37 -6.582 -7.139 -4.462  -0.480
C38 -6.907 -5.923 -4.954  -0.637
C39 -5.946 -9.482 -4.833  -0.919
H37 -7.991 0.309 -7.663  0.378
H38 -8.491 -0.562 -9.215  0.370
H39 -6.912 0.026 -9.117  0.324
H40 -8.974 -1.459 -6.624  0.446
H41 -8.671 -3.814 -5.706  0.435
H42 -5.128 -4.147 -8.043  0.486
H43 -5.608 -1.872 -8.998  0.394
H44 -6.009 -6.485 -8.227  0.490
H45 -5.543 -8.641 -7.135  0.356
H46 -6.888 -7.518 -3.498  0.492
H47 -7.369 -5.259 -4.239  0.438
H48 -6.957 -9.873 -4.721  0.374
H49 -5.354 -9.514 -3.918  0.398
H50 -5.337 -10.063 -5.525  0.332
As1 0.501 -8.140 -1.386  1.967
F1 -0.806 -7.233 -0.526  -0.518
F2 -0.427 -8.080 -2.859  -0.481
F3 1.908 -8.913 -2.115  -0.470
F4 1.328 -8.128 0.186  -0.503
F5 -0.317 -9.648 -0.923  -0.494
F6 1.341 -6.603 -1.779  -0.502
As2 8.219 8.300 -5.187  1.970
F7 8.126 6.909 -4.061  -0.487
F8 8.845 7.059 -6.353  -0.488
F9 8.337 9.586 -6.392  -0.463
F10 7.569 9.440 -3.939  -0.519
F11 9.869 8.704 -4.522  -0.504
F12 6.478 7.967 -5.643  -0.509
As3 8.640 -1.986 -5.024  1.981
F13 8.886 -3.678 -4.503  -0.470
F14 8.953 -1.386 -3.301  -0.512
F15 8.223 -0.270 -5.503  -0.484
F16 8.309 -2.574 -6.720  -0.490
F17 6.870 -2.142 -4.530  -0.522
F18 10.437 -1.799 -5.423  -0.503
As4 -8.416 -5.212 4.714  1.963
F19 -6.948 -5.143 5.747  -0.509
F20 -8.937 -3.601 5.288  -0.483
F21 -9.936 -5.331 3.690  -0.522
F22 -8.021 -6.801 4.109  -0.469
F23 -9.219 -6.048 6.130  -0.514
F24 -7.518 -4.429 3.442  -0.467
As5 -0.313 5.967 -10.890  1.963
F25 -0.516 5.054 -12.462  -0.510
F26 -1.183 7.324 -11.733  -0.503
F27 -0.237 6.912 -9.424  -0.465
F28 0.630 4.604 -10.213  -0.490
F29 1.195 6.725 -11.526  -0.489
F30 -1.805 5.136 -10.312  -0.507
As6 -8.939 3.463 -1.111  1.968
F31 -9.388 1.738 -1.368  -0.504
F32 -7.315 3.108 -1.803  -0.513
F33 -8.560 5.179 -0.943  -0.484
F34 -10.591 3.815 -0.526  -0.488
F35 -8.420 3.191 0.570  -0.479
F36 -9.421 3.953 -2.770  -0.501
As7 2.126 1.654 4.611  1.973
F37 1.055 2.297 3.276  -0.536
F38 2.873 0.582 3.365  -0.489
F39 3.242 1.044 5.891  -0.511
F40 1.217 2.577 5.793  -0.460
F41 0.855 0.415 4.816  -0.481
F42 3.254 2.958 4.062  -0.497

Cartesian forces (eV/Å) of the 6 atoms listed first:
0.4 1.0 -1.4
-4.2 -0.3 -3.7
4.2 -1.6 5.1
-0.4 3.4 -0.9
0.2 -0.3 0.6
0.1 -0.6 -0.5

max |F|: 6.8 eV Å⁻¹
HOMO-LUMO gap: 4.1299 eV
charge: 0
LUMO: -5.4 eV